Entry 1:
{
  "formula": "C2H6IO2P",
  "method": "ωB97M-V/def2-TZVPD",
  "symbols": ["C", "C", "O", "O", "P", "I", "H", "H", "H", "H", "H", "H"],
  "coordinates": [[1.2502, 0.9803, -0.1209], [0.8277, -0.3670, -0.7151], [-1.1529, -2.2834, 0.3940], [-4.0738, -0.0802, -0.0947], [-0.5618, -0.9265, 0.4000], [-2.4725, 0.7208, 0.3218], [1.9358, 0.7589, 0.6941], [1.8015, 1.6363, -0.7594], [0.4207, 1.5254, 0.5428], [1.5691, -1.1385, -0.5437], [0.5217, -0.3462, -1.7476], [-0.0657, -0.4799, 1.6288]],
  "homo_energy_ev": -8.905,
  "total_charge": 0
}

Entry 2:
{
  "formula": "C2H6IOP",
  "method": "ωB97M-V/def2-TZVPD",
  "symbols": ["C", "C", "O", "P", "I", "H", "H", "H", "H", "H", "H"],
  "coordinates": [[0.8956, 1.1506, 0.1136], [-0.1960, -1.2390, -0.7837], [-3.1108, 1.2495, 0.6904], [-0.6206, 0.0910, 0.4078], [-0.2357, -0.8322, 2.5484], [1.0911, 2.0411, 0.7775], [1.7993, 0.4907, 0.1101], [0.6719, 1.5083, -0.9151], [0.6241, -1.6072, -0.2741], [-1.0969, -1.9773, -1.0395], [0.1780, -0.8752, -1.6355]],
  "homo_energy_ev": [-9.342, -9.366],
  "total_charge": 0
}

Entry 3:
{
  "formula": "C2H6InO",
  "method": "ωB97M-V/def2-TZVPD",
  "symbols": ["In", "C", "C", "O", "H", "H", "H", "H", "H", "H"],
  "coordinates": [[2.5492, -1.1944, 1.0319], [-0.5184, 0.1961, -0.9981], [-0.0750, 0.5088, 0.4293], [0.3988, -0.7161, 1.0852], [-0.9362, 1.1062, -1.4284], [-1.1784, -0.6624, -1.1220], [0.3630, -0.0165, -1.6031], [-0.9412, 0.8173, 1.0146], [0.6385, 1.3326, 0.4492], [-0.3003, -1.3715, 1.1414]],
  "homo_energy_ev": -26.760,
  "total_charge": 3
}

Entry 4:
{
  "formula": "C2H6KO2",
  "method": "ωB97M-V/def2-TZVPD",
  "symbols": ["C", "C", "O", "H", "H", "H", "H", "H", "O", "H", "K"],
  "coordinates": [[0.9408, 0.2427, -0.7912], [1.4434, 0.1733, 0.6369], [0.4832, -0.0002, 1.5768], [1.4592, 0.3405, -1.8108], [0.5744, -0.7697, -1.0273], [0.4506, 1.2245, -0.8888], [2.0336, 1.0736, 0.9330], [2.1875, -0.6469, 0.7907], [-3.3271, -0.4215, -0.3456], [-3.9833, -0.9247, -0.8244], [-2.2621, -0.2917, 1.7506]],
  "spin_multiplicity": 2,
  "s_squared": 0.75,
  "homo_energy_ev": [-6.932, -6.932],
  "total_charge": 0
}

Entry 5:
{
  "formula": "C2H6N2",
  "method": "ωB97M-V/def2-TZVPD",
  "symbols": ["C", "N", "C", "N", "H", "H", "H", "H", "H", "H"],
  "coordinates": [[-1.3182, 0.4236, 0.2107], [0.1455, 0.5908, 0.0007], [0.8478, -0.5245, -0.3568], [1.9922, -0.7129, 0.1873], [-1.6023, 0.5279, 1.2569], [-1.7794, 1.3524, -0.1662], [-1.6626, -0.4540, -0.3117], [0.5124, 1.2718, 0.6408], [0.3240, -1.0712, -1.1410], [2.5406, -1.4040, -0.3206]],
  "homo_energy_ev": -8.931,
  "smiles": "[H]/N=C/NC",
  "total_charge": 0
}

Entry 6:
{
  "formula": "C2H6N2",
  "method": "ωB97M-V/def2-TZVPD",
  "symbols": ["C", "N", "C", "N", "H", "H", "H", "H", "H", "H"],
  "coordinates": [[1.5839, -0.2269, 0.3840], [-1.9378, 0.2574, -0.6973], [-0.8343, 0.1080, 0.2741], [0.1810, -0.7406, 0.3285], [2.0886, 0.2604, -0.5251], [1.8656, 0.4642, 1.1880], [2.2326, -1.1451, 0.4265], [-2.8932, -0.3016, -0.7112], [-1.6536, 0.4505, -1.7045], [-0.6329, 0.8738, 1.0369]],
  "homo_energy_ev": -8.701,
  "smiles": "C/N=C/N",
  "total_charge": 0
}

Entry 7:
{
  "formula": "C2H6N2O",
  "method": "ωB97M-V/def2-TZVPD",
  "symbols": ["O", "C", "H", "H", "N", "C", "N", "H", "H", "H", "H"],
  "coordinates": [[-0.7144, -0.9222, -2.0419], [0.3814, -1.5632, -1.9792], [0.6773, -2.1492, -2.8689], [0.9292, -1.5153, -1.0236], [1.1342, 0.7127, 0.9911], [0.0161, 1.0299, 1.7047], [-1.1708, 0.8010, 1.2781], [1.9497, 1.1951, 1.3109], [1.0630, 0.3737, 0.0302], [0.2129, 1.3639, 2.7265], [-1.8149, 1.1617, 1.9698]],
  "spin_multiplicity": 2,
  "s_squared": 0.75,
  "homo_energy_ev": [0.788, -2.514],
  "total_charge": -1
}

Entry 8:
{
  "formula": "C2H6N2O",
  "method": "ωB97M-V/def2-TZVPD",
  "symbols": ["C", "C", "H", "H", "H", "H", "H", "H", "N", "N", "O"],
  "coordinates": [[0.4859, 1.5077, 0.6274], [-0.1176, -0.5309, -0.3203], [1.6541, 1.1808, 0.8681], [0.4361, 2.1745, -0.2433], [0.3129, 2.0122, 1.5839], [-1.6870, -1.1214, 0.6830], [-0.9772, -2.7248, -0.3428], [0.6283, -1.1642, -1.9628], [-1.0515, -1.4865, -0.0796], [0.8465, -0.3015, -1.1673], [-0.5305, 0.4541, 0.3537]],
  "homo_energy_ev": -8.893,
  "smiles": "[H]/N=C(\\N)OC",
  "total_charge": 0
}

Entry 9:
{
  "formula": "C2H6N2O",
  "method": "ωB97M-V/def2-TZVPD",
  "symbols": ["C", "C", "H", "H", "H", "H", "H", "H", "N", "N", "O"],
  "coordinates": [[1.4289, -0.5650, -0.1823], [0.0984, 0.2704, -0.1534], [1.8142, -1.1644, -0.9317], [1.6525, -1.0671, 0.7428], [2.3248, 0.1754, -0.0109], [-0.5931, 1.9207, -0.3668], [-0.8628, -1.2277, 0.6178], [-2.7032, 0.5933, 0.6165], [0.3038, 1.6628, -0.0237], [-1.0076, -0.5667, -0.0419], [-2.4559, -0.0317, -0.2664]],
  "homo_energy_ev": -9.229,
  "smiles": "[H]/N=C(/C)NO",
  "total_charge": 0
}

Entry 10:
{
  "formula": "C2H6N2O",
  "method": "ωB97M-V/def2-TZVPD",
  "symbols": ["C", "C", "H", "H", "H", "H", "H", "H", "N", "N", "O"],
  "coordinates": [[-1.9527, -0.2408, 0.2116], [0.0013, 0.7276, -0.0726], [-1.9128, -0.6977, 1.2431], [-2.6399, -0.8468, -0.3810], [-2.2833, 0.7602, 0.5422], [-0.4337, 1.7373, -0.0802], [2.7062, -0.7254, 0.3009], [1.1471, -1.4023, 0.3321], [1.2529, 0.7211, 0.1241], [1.7522, -0.6698, 0.0039], [-0.7389, -0.2632, -0.4609]],
  "homo_energy_ev": -8.596,
  "smiles": "CO/C=N\\N",
  "total_charge": 0
}

Entry 11:
{
  "formula": "C2H6N2O",
  "method": "ωB97M-V/def2-TZVPD",
  "symbols": ["C", "N", "H", "H", "H", "C", "N", "O", "H", "H", "H"],
  "coordinates": [[2.7393, 2.0110, 0.2023], [3.4470, 1.0270, 0.5423], [1.7834, 1.8552, -0.3043], [2.9101, 3.0640, 0.4392], [4.2440, 1.3432, 1.0994], [-2.8823, -1.1949, -0.7320], [-2.1997, -2.0205, 0.0969], [-3.8142, -0.4974, -0.4091], [-2.4794, -1.1521, -1.7611], [-2.2956, -1.8479, 1.0884], [-1.4526, -2.5875, -0.2620]],
  "homo_energy_ev": -10.062,
  "smiles": "NC=O.C=N",
  "total_charge": 0
}

Entry 12:
{
  "formula": "C2H6N2O",
  "method": "ωB97M-V/def2-TZVPD",
  "symbols": ["C", "C", "H", "H", "H", "H", "H", "H", "N", "N", "O"],
  "coordinates": [[0.0394, -0.3273, 1.6772], [-0.0323, 0.1134, -0.5708], [-1.0200, -0.1685, 1.8596], [0.1519, -1.4165, 1.5539], [0.5717, 0.1446, 2.4900], [1.5034, 1.2333, -1.4434], [0.1580, 0.6812, -2.5020], [-1.4451, -0.9239, -1.4782], [0.5448, 0.8455, -1.6174], [-1.0564, -0.6509, -0.5323], [0.5845, 0.4693, 0.5634]],
  "homo_energy_ev": -9.385,
  "smiles": "[H]/N=C(\\N)OC",
  "total_charge": 0
}

Entry 13:
{
  "formula": "C2H6N2O",
  "method": "ωB97M-V/def2-TZVPD",
  "symbols": ["C", "C", "H", "H", "H", "H", "H", "H", "N", "N", "O"],
  "coordinates": [[0.1820, 0.6814, 0.1266], [0.1125, -0.5066, 0.9010], [1.9614, 0.2290, -0.8081], [0.5678, -0.2140, -1.7114], [0.5889, 1.5697, 0.6512], [-0.8462, 0.9621, -0.2824], [0.7604, -0.5722, 1.8328], [-1.8272, -0.0780, -0.2273], [1.0237, 0.4707, -1.0856], [-0.8888, -1.4004, 0.8816], [-1.6346, -1.1416, -0.2784]],
  "homo_energy_ev": -9.597,
  "smiles": "NC/C=N\\O",
  "total_charge": 0
}

Entry 14:
{
  "formula": "C2H6N2O",
  "method": "ωB97M-V/def2-TZVPD",
  "symbols": ["C", "C", "H", "H", "H", "H", "H", "H", "N", "N", "O"],
  "coordinates": [[-0.0021, 0.7476, 0.0267], [-0.7885, -0.4984, 0.1002], [2.8674, -0.5587, -0.2705], [1.3549, -1.2868, -0.3221], [-0.4584, 1.7012, -0.0824], [-0.5293, -1.0636, -0.7899], [-0.5127, -1.0471, 1.0467], [-2.4449, 0.6150, 0.5719], [1.8741, -0.5351, 0.0771], [1.3032, 0.7232, -0.0437], [-2.2218, -0.1465, -0.1436]],
  "homo_energy_ev": -9.106,
  "smiles": "N/N=C\\CO",
  "total_charge": 0
}

Entry 15:
{
  "formula": "C2H6N2O2",
  "method": "ωB97M-V/def2-TZVPD",
  "symbols": ["C", "C", "N", "O", "N", "O", "H", "H", "H", "H", "H", "H"],
  "coordinates": [[-0.5225, -0.2873, 0.5097], [-1.4313, 0.9248, 0.3741], [0.3755, -0.3193, -0.6245], [1.2144, -1.4571, -0.6058], [2.4967, -1.3368, -0.8719], [2.9206, -0.2242, -1.0783], [1.0011, 0.4943, -0.6716], [0.0218, -0.2516, 1.4647], [-1.1063, -1.2100, 0.4775], [-1.9574, 0.8919, -0.5755], [-0.8544, 1.8456, 0.4207], [-2.1581, 0.9296, 1.1811]],
  "homo_energy_ev": [-9.813, -9.813],
  "smiles": "CCNON=O",
  "total_charge": 0
}

Entry 16:
{
  "formula": "C2H6N2O2",
  "method": "ωB97M-V/def2-TZVPD",
  "symbols": ["C", "N", "O", "H", "H", "H", "C", "N", "O", "H", "H", "H"],
  "coordinates": [[1.7985, 0.4056, -0.9134], [1.6095, -0.5866, -1.6930], [0.8072, 0.8843, -0.3527], [2.8038, 0.5936, -0.5912], [2.0380, -1.5040, -1.6288], [0.7003, -0.4919, -2.2277], [-1.5657, -0.5310, 1.3019], [-1.4625, 0.8384, 1.3516], [-1.1421, -1.3004, 0.3801], [-2.2839, -0.9264, 2.0751], [-2.2573, 1.2879, 1.7702], [-1.0458, 1.3304, 0.5281]],
  "homo_energy_ev": -9.418,
  "smiles": "NC=O.NC=O",
  "total_charge": 0
}

Entry 17:
{
  "formula": "C2H6N2O2",
  "method": "ωB97M-V/def2-TZVPD",
  "symbols": ["C", "N", "N", "C", "O", "O", "H", "H", "H", "H", "H", "H"],
  "coordinates": [[0.6474, 0.2778, -0.5037], [-0.4548, 0.9610, -0.2059], [1.8684, 0.5920, -0.0728], [-1.6204, -0.1556, -0.0519], [-0.3751, -1.2248, 0.7808], [-2.0645, -0.6638, -1.0583], [-0.5908, -2.1253, 0.4990], [-0.3749, 1.5274, 0.6336], [0.5730, -0.4240, -1.3237], [1.9760, 1.1174, 0.7817], [2.6286, -0.0295, -0.2983], [-2.2128, 0.1474, 0.8196]],
  "homo_energy_ev": -8.959,
  "total_charge": 0
}

Entry 18:
{
  "formula": "C2H6N2O2",
  "method": "ωB97M-V/def2-TZVPD",
  "symbols": ["C", "C", "N", "N", "O", "O", "H", "H", "H", "H", "H", "H"],
  "coordinates": [[-0.8636, -0.1835, -1.2356], [0.4421, 0.5330, 1.4802], [-0.8422, 1.0786, -1.5125], [1.0723, -0.6663, 1.3718], [0.2022, -0.9042, -1.5757], [0.1512, 1.0444, 2.5510], [0.7619, -0.3218, -2.1213], [-1.6381, -0.7472, -0.7024], [-1.7849, 1.4690, -1.4095], [0.0528, 1.0085, 0.4715], [1.1953, -1.1098, 0.4706], [1.2511, -1.2007, 2.2120]],
  "homo_energy_ev": -9.566,
  "smiles": "[H]/N=C/O.NC=O",
  "total_charge": 0
}

Entry 19:
{
  "formula": "C2H6N2O2S",
  "method": "ωB97M-V/def2-TZVPD",
  "symbols": ["C", "C", "N", "N", "O", "O", "S", "H", "H", "H", "H", "H", "H"],
  "coordinates": [[-0.6714, 0.3653, -0.7179], [0.6246, -0.2949, -0.0073], [-1.9192, 0.3561, -0.0448], [1.8438, 0.5010, 0.1081], [1.7000, 1.7348, 0.1962], [2.9233, -0.0276, 0.1653], [0.9481, -1.9600, 0.0294], [-0.4354, 1.4482, -0.8077], [-0.6433, -0.2636, -1.6216], [-0.2139, 0.0627, 1.8589], [-2.1112, -0.5506, 0.3087], [-1.7181, 1.1318, 0.7199], [-0.3273, -2.5034, -0.1871]],
  "homo_energy_ev": [-8.830, -9.777],
  "total_charge": 0
}

Entry 20:
{
  "formula": "C2H6N2O3",
  "method": "ωB97M-V/def2-TZVPD",
  "symbols": ["O", "C", "N", "C", "N", "O", "H", "H", "H", "H", "H", "H", "O"],
  "coordinates": [[-0.9560, -0.2223, -0.7107], [-0.6663, 0.6284, 0.2409], [0.6550, 0.8793, 0.7095], [1.7504, 0.0883, 0.4565], [1.4613, -1.0623, -0.2189], [2.8861, 0.4141, 0.8328], [-1.4574, 1.1610, 0.7739], [1.0217, 1.8244, 0.7913], [0.4979, -1.2325, -0.4966], [2.1746, -1.7623, -0.2297], [-3.2664, -0.2004, -0.4354], [-3.6188, -0.7489, -1.7970], [-4.0304, -0.4424, -0.9809]],
  "spin_multiplicity": 2,
  "s_squared": 0.75,
  "homo_energy_ev": [-0.456, -4.613],
  "total_charge": -1
}

Energy relative to the best compared isomer or geometry (same formula, charge and spin) readings, ordered: 100.6 158.2 14.5 0.0 27.7 80.1 20.6 89.9 122.2 70.1 36.5 28.9 94.1 68.5 117.5 35.2 63.0 28.3 180.5 0.0 kcal per mole